# 1
51
Properties=species:S:1:pos:R:3:forces:R:3 method="wB97M-V/def2-TZVPD" e_above_lowest_kcal_mol=0.0 total_charge=+2 molar_mass_g_mol=678.79 e_tot_ha=-2703.81041 homo_ev="-12.90 / -13.60"
Pb -1.111423 2.938275 -0.606730 -0.1 -0.2 0.1
C 1.047306 5.605490 0.996180 0.0 0.0 0.0
C -0.361665 6.184936 0.966188 0.0 0.0 0.0
S -1.780211 5.096543 1.238812 0.0 0.0 0.0
C -1.579719 4.386042 2.890443 0.0 0.0 0.0
C -0.457100 3.380268 3.096363 0.0 0.0 0.0
S -0.482118 1.981726 1.926417 0.0 0.0 0.0
C 1.282495 1.722674 1.620242 0.0 0.0 0.0
C 2.108418 2.934323 1.183390 0.0 0.0 0.1
S 1.358533 4.101755 -0.010358 0.0 0.0 -0.1
H 1.364159 5.374434 2.010006 0.0 0.0 0.0
H 1.733167 6.360595 0.611930 0.0 0.0 0.0
H -0.574113 6.638796 -0.003777 0.0 0.0 0.0
H -0.406941 6.997016 1.694549 0.0 0.0 0.0
H -2.550337 3.930043 3.094366 0.0 0.0 0.0
H -1.467835 5.201935 3.606553 0.0 0.0 0.0
H -0.559536 2.944420 4.091074 0.0 0.0 0.0
H 0.518795 3.853511 3.049569 0.0 0.0 0.0
H 1.307895 0.934818 0.868628 0.0 0.0 0.0
H 1.721720 1.309145 2.529585 0.0 0.0 0.0
H 3.023750 2.572981 0.714764 0.0 0.0 0.0
H 2.420360 3.538295 2.034001 0.0 0.0 0.0
O -3.709634 -0.464494 -0.637507 0.0 0.0 -0.1
C -2.553422 -0.649263 -0.539664 0.2 0.1 0.6
O -1.608353 -0.542654 0.434033 -0.3 0.1 -0.1
C -0.212201 -0.162442 -1.742523 0.0 0.1 0.2
C 0.323032 -1.346608 -2.494894 0.1 0.1 0.0
C 1.816866 -1.249773 -2.524824 0.0 0.0 0.0
C 2.374055 -0.013224 -2.401903 0.0 -0.1 -0.1
C 1.614837 1.120618 -2.037531 -0.1 0.0 0.2
N 0.352441 0.983534 -1.510861 0.0 0.1 -0.3
H -0.089826 -1.472324 -3.506083 0.0 0.0 0.0
H 2.425669 -2.120863 -2.726911 0.0 0.0 0.0
H 3.434683 0.125632 -2.565945 0.0 0.0 0.0
H 2.056543 2.107278 -2.006395 0.0 0.0 0.0
F 0.206979 -8.300039 -0.346632 0.1 0.0 0.0
C -0.993798 -7.723264 -0.473605 0.0 0.0 0.0
F -1.605063 -8.289510 -1.520437 0.0 0.0 -0.1
F -1.703801 -8.001934 0.620081 -0.1 0.0 0.1
C -0.847874 -6.234449 -0.689742 0.0 0.0 0.0
C -1.565355 -5.329505 0.084137 0.0 0.0 0.0
C -1.419302 -3.976986 -0.137395 0.0 0.0 0.0
C -0.561981 -3.512617 -1.158773 0.1 0.0 0.1
C 0.162547 -4.451738 -1.928572 0.0 0.0 0.0
C 0.014665 -5.797443 -1.696404 0.0 0.0 0.0
C -0.453972 -2.140920 -1.438923 -0.4 -0.1 -0.1
C -1.206801 -0.954555 -0.987702 0.3 -0.1 -0.6
H -2.228167 -5.688150 0.858537 0.0 0.0 0.0
H -1.962761 -3.271111 0.477120 0.0 0.0 0.0
H 0.823355 -4.111382 -2.715150 0.0 0.0 0.0
H 0.561042 -6.519836 -2.287726 0.0 0.0 0.0

# 2
20
Properties=species:S:1:pos:R:3:forces:R:3 method="wB97M-V/def2-TZVPD" e_above_lowest_kcal_mol=42.8 total_charge=+1 molar_mass_g_mol=122.14 e_tot_ha=-439.80627 homo_ev=-14.21
C 0.474559 1.655032 -0.298145 0.3 -0.7 0.3
O -0.203728 2.410377 0.720932 1.5 0.0 0.2
C -0.382007 0.374753 -0.264343 -0.5 1.4 -0.2
C -0.206154 -0.589714 -1.355974 1.8 -1.6 -3.9
C -1.044164 -1.845288 -1.399383 -1.0 0.3 0.9
O -1.788634 -2.049092 -0.464358 0.1 -0.4 0.0
N -0.293025 -0.251665 1.115895 1.4 -1.3 -2.1
H 1.605074 1.454600 -0.236782 -1.7 0.5 0.7
H 0.342258 2.184210 -1.223380 -0.2 0.0 -0.8
H 0.367765 3.139316 1.003596 -0.3 -0.1 0.0
H -1.392052 0.823827 -0.446703 0.4 -0.8 0.9
H 0.791247 -0.960995 -1.718654 0.1 0.2 1.5
H -0.303437 -0.069541 -2.333136 -0.9 0.1 0.4
H -1.020930 -2.601481 -2.223541 0.4 0.8 0.1
H -0.692368 -1.197387 0.995764 -1.0 0.6 0.5
H 0.750309 -0.502357 1.287091 -1.4 1.5 0.7
H -0.800638 0.397562 1.711006 0.5 -0.4 0.8
H 3.195458 0.270729 1.839452 0.1 -0.1 -0.1
H 2.722200 -0.282781 0.452129 0.6 0.0 0.1
O 2.493319 -0.204495 1.382500 -0.4 -0.2 -0.1

# 3
25
Properties=species:S:1:pos:R:3:forces:R:3 method="wB97M-V/def2-TZVPD" e_above_lowest_kcal_mol=29.5 total_charge=0 molar_mass_g_mol=148.29 e_tot_ha=-670.33570 homo_ev="-6.55 / -6.55"
C -1.804147 0.918694 -0.911489 2.0 0.7 1.7
C -1.670918 -1.438147 -0.557153 1.5 -1.3 -1.1
C -1.998613 0.006831 1.384706 -2.4 2.8 -3.2
C -1.186194 -0.130561 0.087552 -2.5 -1.3 -1.3
N 1.032646 2.243640 -0.708051 -0.4 0.2 0.1
N 3.732327 -1.495389 -0.195834 0.8 -0.6 1.8
N 1.235469 1.486724 0.553816 2.7 3.2 -1.1
N 2.452644 -1.523865 -0.755980 -1.5 2.8 0.4
Si 0.643657 -0.099311 0.567427 0.8 -1.6 -2.3
H -1.205957 0.901135 -1.823927 -0.7 0.0 -0.2
H -2.915446 0.900224 -1.002088 1.0 -0.3 0.0
H -1.448877 1.796853 -0.370140 -0.8 0.9 -0.6
H -2.721095 -1.624005 -0.459144 -0.9 0.5 0.0
H -1.263614 -2.362950 -0.181124 0.6 -0.4 0.6
H -1.420329 -1.495682 -1.639938 -0.1 0.3 0.6
H -3.082982 -0.195265 1.127054 1.1 -0.1 0.3
H -1.732949 -0.566534 2.161330 1.1 -2.1 2.9
H -2.051275 1.065996 1.640538 0.4 0.0 0.6
H 1.795176 2.415312 -1.367140 0.6 -1.3 0.7
H 0.723188 3.211253 -0.590496 -0.4 -0.6 1.0
H 3.844264 -2.245004 0.563860 0.0 1.9 -1.0
H 3.937751 -0.559883 0.172514 0.1 -0.7 -0.1
H 2.155355 1.785396 1.018253 -2.0 -0.8 -0.7
H 2.249182 -2.473598 -0.634339 -1.3 -1.7 -0.1
H 0.700744 -0.521874 1.919786 0.3 -0.5 1.2